# C4F12NaO12S4

A structure of composition C4F12NaO12S4 (ωB97M-V/def2-TZVPD, OMol25).

```
33
Properties=species:S:1:pos:R:3:forces:R:3
Na -0.247484 -0.059373 -0.596675 0.36 -0.11 -0.41
C -2.024054 -3.847763 -2.402765 -1.55 2.70 2.05
F -1.262264 -3.210173 -3.246695 0.09 0.86 -1.03
F -3.069514 -4.395843 -2.993915 -0.80 -0.06 -0.88
F -1.333214 -4.781913 -1.889275 1.87 -2.67 1.48
S -2.688554 -2.710733 -0.915395 -2.01 1.70 1.43
O -3.572524 -1.682793 -1.484435 0.30 -1.45 -0.75
O -3.383184 -3.630033 0.016805 1.31 0.37 -1.71
O -1.578224 -1.983353 -0.278575 0.89 -1.06 -0.41
C -2.239704 0.945887 4.335445 -0.51 0.81 1.01
F -2.219004 0.110857 5.403465 0.27 -0.05 -1.24
F -3.364444 1.696957 4.534705 0.83 -0.79 -1.08
F -1.198324 1.770397 4.438925 -0.21 -0.47 -0.36
S -2.145314 -0.011613 2.643935 -0.21 -0.81 -0.18
O -3.436584 -0.760163 2.605255 1.92 1.17 -0.01
O -2.012934 0.943257 1.525685 -0.36 -1.11 1.80
O -0.965534 -0.876203 2.801595 -1.66 1.20 -0.05
C 2.002216 4.283437 1.078255 -1.33 -1.63 -1.10
F 3.160956 3.598317 1.016505 -0.20 1.12 -0.33
F 1.563876 4.102887 2.335635 -0.06 0.67 -0.17
F 2.129836 5.595737 0.798075 0.50 -0.88 0.59
S 0.714466 3.514137 -0.191095 -1.64 -1.00 -3.56
O -0.629724 4.046797 0.152305 2.24 -0.47 0.60
O 1.116816 3.954707 -1.577335 0.03 -0.58 3.56
O 0.813606 2.014897 -0.026885 0.09 2.52 0.57
C 3.927226 -1.495443 -1.776695 -0.55 0.08 -0.10
F 3.695056 -2.788313 -1.368065 0.33 0.87 -1.27
F 4.135296 -0.852593 -0.630085 -0.07 0.51 0.02
F 5.076156 -1.396363 -2.492755 -0.51 -0.69 0.38
S 2.504326 -0.652773 -2.816655 -2.60 1.51 -0.43
O 1.234986 -1.198673 -2.237585 1.85 0.32 0.00
O 2.635786 0.797777 -2.532485 0.70 -2.61 -0.31
O 2.659966 -1.041943 -4.229205 0.72 0.05 1.89
```
Positions in Å, forces in eV/Å.

Its charge is -2. As for the gap between HOMO and LUMO (alpha / beta): 8.169 / 3.136 eV. As for the spin multiplicity: 2.

# C4F7NO

The molecule C4F7NO (ωB97M-V/def2-TZVPD, OMol25).

```
13
Properties=species:S:1:pos:R:3:forces:R:3
C -0.351459 -0.835307 0.449779 0.22 0.33 0.15
C -1.439951 -1.491407 0.112980 -0.02 0.00 -0.64
C 2.167186 -0.551715 0.127141 -0.11 -1.06 0.80
C -0.642415 1.604620 0.024048 0.21 0.47 0.01
N 0.086804 0.366120 0.021400 -1.33 -1.29 0.18
O 1.423409 0.541904 -0.132453 1.04 0.78 -0.65
F -2.213238 -1.228860 -0.949506 0.30 -0.05 0.50
F -1.868832 -2.577094 0.714044 -0.03 0.18 0.06
F 2.021019 -1.619829 -0.658480 0.10 0.69 -0.13
F 3.447110 -0.233008 0.232604 -0.63 0.18 -0.24
F -0.755726 2.088212 -1.210167 0.05 -0.02 -0.19
F -1.854377 1.418179 0.512606 0.01 -0.31 0.00
F -0.019533 2.518185 0.756009 0.20 0.11 0.15
```
Positions in Å, forces in eV/Å.

Its charge is 0. As for the gap between HOMO and LUMO (alpha / beta): 8.095 / 8.791 eV. Its energy above the lowest of the compared OMol25 structures with the same formula, charge and spin is 184.4 kJ/mol. As for the spin multiplicity: 1.

# C4F9N

A cluster of 2 separate species, C4F9N in total (ωB97M-V/def2-TZVPD, OMol25).

```
14
Properties=species:S:1:pos:R:3:forces:R:3
C 2.269038 -0.823059 -0.072311 -0.26 -0.50 0.49
C -0.340839 0.335404 -0.373536 2.73 -1.42 1.16
C -1.385840 -0.840513 -0.157441 1.97 0.14 2.98
C -0.571146 1.635234 0.399721 -0.59 1.11 2.60
N 1.526133 0.096804 0.298380 -4.00 0.89 -1.34
F 3.539816 -0.737447 0.243073 0.40 -0.26 -0.12
F 2.049321 -1.994515 -0.634114 -0.23 0.38 -0.26
F -0.246882 0.595940 -1.666459 0.14 0.08 0.01
F -2.619367 -0.458976 -0.252675 -1.28 0.87 -1.08
F -1.261710 -1.285315 1.110599 0.44 0.34 0.44
F -1.134461 -1.872315 -0.893401 0.25 -0.66 -1.81
F -0.724868 1.502490 1.809978 0.11 -0.45 -3.00
F 0.417791 2.484221 0.236244 0.14 -0.04 -0.32
F -1.686909 2.224479 -0.071152 0.19 -0.47 0.24
```
Positions in Å, forces in eV/Å.

Its charge is 0. As for the gap between HOMO and LUMO: 10.670 eV. Its energy above the lowest of the compared OMol25 structures with the same formula, charge and spin is 178.8 kJ/mol. As for the spin multiplicity: 1.